Record 1
{"formula": "C40H80O10", "method": "wB97M-V/def2-TZVPD", "smiles": "C1CCOC1.C1CCOC1.C1CCOC1.C1CCOC1.C1CCOC1.C1CCOC1.C1CCOC1.C1CCOC1.C1CCOC1.C1CCOC1", "e_homo_ha": -0.348, "e_lumo_ev": 0.5, "orbital_gap_ev": 10.0, "de_lowest_kj_mol": 1597.4, "total_energy_ha": -2323.718975, "symbols": ["C", "C", "C", "O", "C", "H", "H", "H", "H", "H", "H", "H", "H", "C", "C", "C", "O", "C", "H", "H", "H", "H", "H", "H", "H", "H", "C", "C", "C", "O", "C", "H", "H", "H", "H", "H", "H", "H", "H", "C", "C", "C", "O", "C", "H", "H", "H", "H", "H", "H", "H", "H", "C", "C", "C", "O", "C", "H", "H", "H", "H", "H", "H", "H", "H", "C", "C", "C", "O", "C", "H", "H", "H", "H", "H", "H", "H", "H", "C", "C", "C", "O", "C", "H", "H", "H", "H", "H", "H", "H", "H", "C", "C", "C", "O", "C", "H", "H", "H", "H", "H", "H", "H", "H", "C", "C", "C", "O", "C", "H", "H", "H", "H", "H", "H", "H", "H", "C", "C", "C", "O", "C", "H", "H", "H", "H", "H", "H", "H", "H"], "xyz": [[-5.92, -0.57, 1.46], [-4.73, -1.56, 1.61], [-3.89, -1.22, 0.46], [-4.79, -0.79, -0.54], [-5.60, 0.17, 0.11], [-5.95, 0.06, 2.37], [-6.70, -1.13, 1.23], [-5.25, -2.54, 1.42], [-4.22, -1.33, 2.49], [-3.35, -2.10, 0.10], [-3.03, -0.70, 0.58], [-6.44, 0.13, -0.49], [-5.06, 1.23, 0.26], [2.04, 5.41, -0.06], [1.13, 4.99, 0.98], [-0.20, 5.67, 0.72], [-0.03, 6.29, -0.61], [1.30, 6.43, -0.95], [2.48, 4.63, -0.75], [2.90, 5.84, 0.64], [1.54, 5.21, 1.99], [0.98, 3.88, 0.84], [-0.45, 6.61, 1.45], [-0.96, 5.15, 0.64], [1.60, 7.41, -0.64], [1.36, 6.09, -2.02], [-3.37, 3.80, -1.93], [-2.18, 2.93, -1.60], [-2.42, 2.58, -0.03], [-3.26, 3.55, 0.47], [-4.05, 4.15, -0.54], [-3.99, 3.22, -2.71], [-2.82, 4.53, -2.57], [-1.21, 3.71, -1.66], [-2.15, 2.04, -2.09], [-1.57, 2.62, 0.58], [-2.55, 1.61, 0.15], [-4.19, 5.25, -0.56], [-5.03, 3.58, -0.34], [1.34, 0.92, -1.26], [0.40, 0.04, -0.55], [0.87, 0.21, 0.87], [1.50, 1.41, 0.80], [2.34, 1.35, -0.30], [0.74, 1.60, -1.77], [1.91, 0.47, -2.07], [0.47, -0.92, -0.83], [-0.65, 0.34, -0.71], [1.58, -0.63, 1.04], [0.09, 0.40, 1.71], [3.12, 0.58, -0.32], [2.76, 2.28, -0.57], [-0.32, -5.01, 1.93], [0.47, -5.18, 0.53], [0.19, -3.88, -0.25], [-0.72, -3.19, 0.57], [-0.53, -3.55, 1.90], [0.27, -5.39, 2.77], [-1.21, -5.72, 2.04], [-0.14, -6.03, 0.07], [1.54, -5.54, 0.74], [-0.21, -3.97, -1.36], [1.09, -3.48, -0.39], [-1.25, -3.52, 2.59], [0.30, -3.04, 2.27], [1.73, -0.18, 4.35], [2.36, 0.65, 5.47], [3.76, 0.30, 5.57], [4.01, -0.69, 4.54], [3.03, -0.53, 3.53], [1.01, 0.37, 3.85], [1.49, -1.13, 4.85], [1.74, 0.48, 6.31], [2.26, 1.68, 5.08], [4.02, -0.17, 6.58], [4.46, 0.99, 5.41], [3.05, -1.43, 3.04], [3.45, 0.27, 2.81], [1.96, 0.20, -6.00], [1.62, -1.17, -6.52], [2.96, -1.94, -6.52], [3.82, -1.22, -5.79], [3.53, 0.27, -6.03], [1.50, 0.28, -4.98], [1.73, 0.85, -6.76], [1.03, -1.31, -7.42], [0.80, -1.82, -5.87], [3.23, -2.09, -7.71], [2.73, -2.98, -6.30], [3.90, 0.68, -7.03], [3.79, 1.12, -5.40], [-2.30, -1.14, -3.63], [-2.43, -1.75, -5.00], [-2.38, -3.25, -4.78], [-1.99, -3.46, -3.43], [-2.54, -2.31, -2.68], [-2.83, -0.12, -3.48], [-1.27, -0.92, -3.36], [-1.80, -1.34, -5.52], [-3.31, -1.38, -5.64], [-1.60, -3.74, -5.32], [-3.40, -3.53, -5.05], [-2.05, -2.25, -1.81], [-3.61, -2.56, -2.29], [5.22, -2.90, 1.87], [6.02, -4.09, 1.31], [5.03, -4.66, 0.35], [4.38, -3.58, -0.20], [4.06, -2.69, 0.91], [6.02, -2.03, 1.75], [4.78, -3.24, 2.76], [6.13, -4.74, 2.19], [6.87, -3.75, 0.91], [4.43, -5.21, 0.68], [5.24, -5.53, -0.42], [3.01, -2.90, 1.21], [4.08, -1.56, 0.69], [-2.24, 3.09, 3.88], [-1.15, 2.02, 3.74], [-1.80, 0.65, 3.74], [-3.11, 1.03, 4.29], [-3.55, 2.26, 3.69], [-2.12, 3.99, 3.36], [-2.12, 3.54, 4.98], [-0.38, 1.94, 4.47], [-0.71, 2.36, 2.86], [-1.28, 0.01, 4.42], [-1.96, 0.21, 2.86], [-4.46, 2.61, 4.06], [-3.81, 2.08, 2.66]], "lowdin_charge": [-0.116, -0.138, -0.267, -0.129, -0.156, 0.121, 0.045, 0.143, 0.089, 0.111, 0.072, 0.091, 0.145, -0.200, -0.204, -0.124, -0.162, -0.223, 0.113, 0.146, 0.124, 0.113, 0.171, 0.001, 0.107, 0.134, -0.172, -0.128, -0.214, -0.158, -0.158, 0.128, 0.103, 0.164, 0.043, 0.084, 0.045, 0.121, 0.129, -0.194, -0.147, -0.210, -0.134, -0.200, 0.092, 0.123, 0.064, 0.117, 0.120, 0.140, 0.129, 0.105, -0.154, -0.118, -0.211, -0.118, -0.243, 0.106, 0.127, 0.116, 0.118, 0.161, 0.049, 0.083, 0.102, -0.114, -0.188, -0.193, -0.149, -0.189, 0.046, 0.128, 0.105, 0.128, 0.146, 0.076, 0.050, 0.149, -0.184, -0.203, -0.319, -0.121, -0.089, 0.124, 0.072, 0.093, 0.141, 0.151, 0.108, 0.132, 0.108, -0.141, -0.175, -0.194, -0.133, -0.169, 0.141, 0.098, -0.008, 0.147, 0.113, 0.119, 0.038, 0.147, -0.157, -0.131, -0.248, -0.117, -0.189, 0.166, 0.097, 0.124, 0.065, -0.013, 0.180, 0.102, 0.121, -0.124, -0.175, -0.143, -0.156, -0.156, 0.069, 0.150, 0.090, 0.070, 0.111, 0.057, 0.098, 0.096]}

Record 2
{"formula": "C11H14N2", "method": "wB97M-V/def2-TZVPD", "smiles": "Cc1c[nH]cn1.Cc1ccccc1", "e_homo_ha": -0.327, "e_lumo_ev": 0.8, "orbital_gap_ev": 9.7, "de_lowest_kj_mol": 223.8, "total_energy_ha": -536.984813, "symbols": ["C", "C", "C", "C", "C", "C", "C", "H", "H", "H", "H", "H", "H", "H", "H", "C", "C", "C", "C", "N", "N", "H", "H", "H", "H", "H", "H"], "xyz": [[0.44, 1.21, 1.74], [3.59, -1.83, 1.90], [3.78, -0.54, 1.31], [2.24, -2.17, 2.34], [2.66, 0.26, 1.11], [1.19, -1.21, 2.28], [1.44, 0.05, 1.76], [4.36, -2.50, 1.99], [4.80, -0.07, 1.08], [2.14, -3.13, 2.90], [2.92, 1.28, 0.67], [0.27, -1.45, 2.60], [-0.40, 1.04, 2.64], [-0.15, 1.32, 0.75], [1.02, 2.14, 1.99], [-3.30, 2.49, -1.40], [-1.78, -0.30, -3.19], [-2.58, 1.22, -1.70], [-2.50, 0.05, -1.09], [-2.14, 0.98, -3.02], [-2.03, -0.89, -1.99], [-1.57, -0.84, -4.14], [-1.84, -1.80, -1.84], [-2.66, -0.28, -0.11], [-2.70, 3.31, -1.32], [-3.80, 2.31, -0.49], [-4.29, 2.68, -1.87]], "lowdin_charge": [-0.069, -0.063, -0.095, -0.054, -0.098, -0.064, -0.306, 0.050, 0.123, 0.102, 0.131, 0.061, 0.129, 0.083, 0.072, -0.038, -0.161, -0.334, -0.092, 0.064, 0.044, 0.127, 0.093, 0.104, 0.039, 0.054, 0.101]}

Record 3
{"formula": "C4H4ClF", "method": "wB97M-V/def2-TZVPD", "smiles": "C=C(F)C(=C)Cl", "e_homo_ha": -0.337, "e_lumo_ev": 0.0, "orbital_gap_ev": 9.2, "de_lowest_kj_mol": 38.7, "total_energy_ha": -714.813125, "symbols": ["C", "C", "C", "C", "H", "H", "H", "H", "F", "Cl"], "xyz": [[-0.14, 0.36, -0.83], [0.49, 1.51, -0.46], [-0.17, -0.87, -0.06], [-0.01, -1.04, 1.27], [0.49, 2.42, -1.06], [0.85, 1.60, 0.57], [0.14, -0.18, 1.89], [0.02, -2.00, 1.69], [-0.78, 0.37, -2.04], [-0.89, -2.17, -0.97]], "lowdin_charge": [-0.381, 0.101, -0.662, 0.015, 0.074, 0.065, 0.063, 0.044, -0.005, 0.685]}

Copy entry 2 word for word.
{"formula": "C11H14N2", "method": "wB97M-V/def2-TZVPD", "smiles": "Cc1c[nH]cn1.Cc1ccccc1", "e_homo_ha": -0.327, "e_lumo_ev": 0.8, "orbital_gap_ev": 9.7, "de_lowest_kj_mol": 223.8, "total_energy_ha": -536.984813, "symbols": ["C", "C", "C", "C", "C", "C", "C", "H", "H", "H", "H", "H", "H", "H", "H", "C", "C", "C", "C", "N", "N", "H", "H", "H", "H", "H", "H"], "xyz": [[0.44, 1.21, 1.74], [3.59, -1.83, 1.90], [3.78, -0.54, 1.31], [2.24, -2.17, 2.34], [2.66, 0.26, 1.11], [1.19, -1.21, 2.28], [1.44, 0.05, 1.76], [4.36, -2.50, 1.99], [4.80, -0.07, 1.08], [2.14, -3.13, 2.90], [2.92, 1.28, 0.67], [0.27, -1.45, 2.60], [-0.40, 1.04, 2.64], [-0.15, 1.32, 0.75], [1.02, 2.14, 1.99], [-3.30, 2.49, -1.40], [-1.78, -0.30, -3.19], [-2.58, 1.22, -1.70], [-2.50, 0.05, -1.09], [-2.14, 0.98, -3.02], [-2.03, -0.89, -1.99], [-1.57, -0.84, -4.14], [-1.84, -1.80, -1.84], [-2.66, -0.28, -0.11], [-2.70, 3.31, -1.32], [-3.80, 2.31, -0.49], [-4.29, 2.68, -1.87]], "lowdin_charge": [-0.069, -0.063, -0.095, -0.054, -0.098, -0.064, -0.306, 0.050, 0.123, 0.102, 0.131, 0.061, 0.129, 0.083, 0.072, -0.038, -0.161, -0.334, -0.092, 0.064, 0.044, 0.127, 0.093, 0.104, 0.039, 0.054, 0.101]}

Repeat the second record exactly.
{"formula": "C11H14N2", "method": "wB97M-V/def2-TZVPD", "smiles": "Cc1c[nH]cn1.Cc1ccccc1", "e_homo_ha": -0.327, "e_lumo_ev": 0.8, "orbital_gap_ev": 9.7, "de_lowest_kj_mol": 223.8, "total_energy_ha": -536.984813, "symbols": ["C", "C", "C", "C", "C", "C", "C", "H", "H", "H", "H", "H", "H", "H", "H", "C", "C", "C", "C", "N", "N", "H", "H", "H", "H", "H", "H"], "xyz": [[0.44, 1.21, 1.74], [3.59, -1.83, 1.90], [3.78, -0.54, 1.31], [2.24, -2.17, 2.34], [2.66, 0.26, 1.11], [1.19, -1.21, 2.28], [1.44, 0.05, 1.76], [4.36, -2.50, 1.99], [4.80, -0.07, 1.08], [2.14, -3.13, 2.90], [2.92, 1.28, 0.67], [0.27, -1.45, 2.60], [-0.40, 1.04, 2.64], [-0.15, 1.32, 0.75], [1.02, 2.14, 1.99], [-3.30, 2.49, -1.40], [-1.78, -0.30, -3.19], [-2.58, 1.22, -1.70], [-2.50, 0.05, -1.09], [-2.14, 0.98, -3.02], [-2.03, -0.89, -1.99], [-1.57, -0.84, -4.14], [-1.84, -1.80, -1.84], [-2.66, -0.28, -0.11], [-2.70, 3.31, -1.32], [-3.80, 2.31, -0.49], [-4.29, 2.68, -1.87]], "lowdin_charge": [-0.069, -0.063, -0.095, -0.054, -0.098, -0.064, -0.306, 0.050, 0.123, 0.102, 0.131, 0.061, 0.129, 0.083, 0.072, -0.038, -0.161, -0.334, -0.092, 0.064, 0.044, 0.127, 0.093, 0.104, 0.039, 0.054, 0.101]}

What did the third record say?
{"formula": "C4H4ClF", "method": "wB97M-V/def2-TZVPD", "smiles": "C=C(F)C(=C)Cl", "e_homo_ha": -0.337, "e_lumo_ev": 0.0, "orbital_gap_ev": 9.2, "de_lowest_kj_mol": 38.7, "total_energy_ha": -714.813125, "symbols": ["C", "C", "C", "C", "H", "H", "H", "H", "F", "Cl"], "xyz": [[-0.14, 0.36, -0.83], [0.49, 1.51, -0.46], [-0.17, -0.87, -0.06], [-0.01, -1.04, 1.27], [0.49, 2.42, -1.06], [0.85, 1.60, 0.57], [0.14, -0.18, 1.89], [0.02, -2.00, 1.69], [-0.78, 0.37, -2.04], [-0.89, -2.17, -0.97]], "lowdin_charge": [-0.381, 0.101, -0.662, 0.015, 0.074, 0.065, 0.063, 0.044, -0.005, 0.685]}